Entry 1:
Below is 5 unconnected molecules or ions with the total composition C25H57F2N2O6S, with properties calculated with ωB97M-V/def2-TZVPD.

Its frontier orbital gap is 7.8 eV. As for the highest occupied orbital energy: -12.079 eV.

The geometry in ORCA input format:
```
! wB97M-V def2-TZVPD RIJCOSX def2/J DEFGRID3
* xyz 1 1
C -1.33 4.16 0.46
C -2.80 3.96 0.81
C -3.04 2.82 1.81
C -4.15 1.82 1.45
C -3.84 0.75 0.37
C -2.49 0.90 -0.33
C -2.32 -0.14 -1.45
C -0.91 -0.75 -1.63
C -0.79 -1.20 -3.10
C -0.67 -0.06 -4.10
F 0.29 -2.07 -3.23
C 0.25 0.25 -1.24
N 1.50 0.23 -1.92
N 0.58 -0.16 0.15
C 0.16 -1.31 0.48
C -0.75 -1.87 -0.55
S -0.40 -3.59 -0.95
O 0.98 -3.78 -1.21
O -1.44 -4.08 -1.76
F -0.65 -4.09 0.52
H -0.93 3.32 -0.10
H -1.17 5.06 -0.14
H -0.74 4.26 1.38
H -3.19 4.90 1.22
H -3.37 3.76 -0.11
H -2.10 2.30 2.02
H -3.33 3.26 2.77
H -5.05 2.38 1.16
H -4.42 1.30 2.37
H -3.89 -0.24 0.83
H -4.62 0.77 -0.40
H -2.45 1.90 -0.77
H -1.69 0.83 0.41
H -3.02 -0.97 -1.28
H -2.63 0.30 -2.40
H -1.69 -1.79 -3.30
H -1.29 -0.22 -4.98
H 0.36 0.05 -4.42
H -0.97 0.89 -3.66
H -0.09 1.29 -1.24
H 1.50 0.76 -2.77
H 1.84 -0.71 -2.10
H 1.19 0.41 0.72
H 0.41 -1.78 1.43
H -1.72 -1.97 -0.04
C -0.35 7.28 4.81
C -0.50 5.78 4.60
C 0.10 4.99 5.75
O 0.07 5.39 3.35
H 0.71 7.55 4.87
H -0.80 7.83 3.98
H -0.83 7.60 5.74
H -1.56 5.54 4.50
H 1.17 5.20 5.83
H -0.03 3.92 5.58
H -0.37 5.25 6.70
H 1.01 5.60 3.39
C 2.35 -8.60 0.39
C 1.91 -7.63 1.48
C 1.01 -6.52 0.96
O 3.02 -7.00 2.11
H 2.90 -8.07 -0.39
H 3.00 -9.36 0.81
H 1.49 -9.09 -0.07
H 1.39 -8.18 2.27
H 1.55 -5.92 0.22
H 0.73 -5.86 1.78
H 0.10 -6.91 0.50
H 3.49 -6.51 1.42
C 2.39 -3.53 5.08
C 2.16 -2.76 3.79
C 2.80 -3.45 2.59
O 2.61 -1.41 3.90
H 3.46 -3.60 5.28
H 1.92 -3.03 5.92
H 2.00 -4.55 5.00
H 1.08 -2.67 3.62
H 3.88 -3.52 2.73
H 2.61 -2.88 1.68
H 2.41 -4.46 2.46
H 3.56 -1.43 4.07
C 1.92 3.68 -7.00
C 1.26 2.32 -7.10
C 0.31 2.24 -8.28
O 0.57 2.00 -5.88
H 1.17 4.46 -6.86
H 2.60 3.71 -6.15
H 2.49 3.91 -7.90
H 2.03 1.55 -7.19
H -0.49 2.98 -8.18
H -0.15 1.25 -8.34
H 0.83 2.43 -9.22
H -0.12 2.66 -5.76
*
```

***

Entry 2:
Below is C5H4N2 in the gas phase in a non-equilibrium geometry, with properties calculated with ωB97M-V/def2-TZVPD.

The calculation puts the energy above the lowest of the compared OMol25 structures with the same formula, charge and spin at 77.3 kcal per mole. Its frontier orbital gap is 10.6 eV. Its structure (SMILES) is C#C[C@H]1N[C@H]1C#N. As for the highest occupied orbital energy: -9.983 eV.

The geometry in ORCA input format:
```
! wB97M-V def2-TZVPD RIJCOSX def2/J DEFGRID3
* xyz 0 1
C 2.42 0.53 0.78
C 1.43 0.08 0.26
C 0.34 -0.62 -0.37
N -0.73 -1.21 0.45
C -1.07 -0.16 -0.50
C -1.68 1.12 -0.25
N -2.43 1.98 -0.43
H 3.30 0.94 1.23
H 0.65 -1.26 -1.20
H -0.66 -0.85 1.40
H -1.59 -0.54 -1.38
*
```

***

Entry 3:
Below is a gas-phase ion, C5H15N4 (charge +1) in a non-equilibrium geometry, with properties calculated with ωB97M-V/def2-TZVPD.

The calculation puts the energy above the lowest of the compared OMol25 structures with the same formula, charge and spin at 109.0 kcal per mole. Its frontier orbital gap (alpha / beta) is 7.7 / 7.7 eV. Its structure (SMILES) is [H]/N=[NH+]/[C@H](NN)C(C)(C)C. As for the highest occupied orbital energy (alpha / beta): -13.139 / -13.139 eV.

The geometry in ORCA input format:
```
! wB97M-V def2-TZVPD RIJCOSX def2/J DEFGRID3
* xyz 1 1
C -1.24 1.58 -0.11
C -1.68 -0.75 1.07
C -0.95 -0.58 -1.30
C 0.55 0.03 0.78
C -0.91 0.14 0.03
N 1.25 2.19 0.05
N 1.53 0.98 0.12
N 1.23 -1.18 0.67
N 2.11 -1.39 -0.38
H -0.42 2.28 -0.34
H -2.05 1.67 -0.86
H -1.47 1.98 0.80
H -1.01 -1.32 1.76
H -2.36 -0.17 1.73
H -2.21 -1.55 0.44
H -0.65 -1.69 -1.34
H -0.26 -0.07 -2.13
H -2.02 -0.42 -1.75
H 0.47 0.29 1.75
H 1.79 2.68 -0.57
H 1.05 -1.83 1.42
H 1.91 -1.88 -1.22
H 2.30 0.61 -0.51
H 3.04 -1.59 -0.09
*
```

***

Entry 4:
Below is C5H11NO in the gas phase in a non-equilibrium geometry, with properties calculated with ωB97M-V/def2-TZVPD.

The calculation puts the energy above the lowest of the compared OMol25 structures with the same formula, charge and spin at 69.1 kcal per mole. Its frontier orbital gap is 9.7 eV. Its structure (SMILES) is CCN(C)CC=O. As for the highest occupied orbital energy: -8.691 eV.

The geometry in ORCA input format:
```
! wB97M-V def2-TZVPD RIJCOSX def2/J DEFGRID3
* xyz 0 1
C 0.26 -1.33 -1.66
C 0.31 0.19 -1.46
N -0.40 0.54 -0.24
C -1.20 1.73 -0.52
C 0.34 0.82 0.97
C 0.65 -0.59 1.79
O -0.06 -1.54 1.62
H -0.79 -1.63 -1.67
H 0.83 -1.65 -2.52
H 0.64 -1.81 -0.73
H 1.36 0.55 -1.49
H -0.09 0.74 -2.35
H -2.11 1.34 -1.07
H -1.57 2.21 0.38
H -0.69 2.57 -1.06
H 0.03 1.51 1.78
H 1.40 0.94 0.66
H 1.69 -0.78 2.10
*
```

***

Entry 5:
Below is C6H10OSi in the gas phase in a non-equilibrium geometry, with properties calculated with ωB97M-V/def2-TZVPD.

The calculation puts the energy above the lowest of the compared OMol25 structures with the same formula, charge and spin at 112.8 kcal per mole. Its frontier orbital gap (alpha / beta) is 5.7 / 8.0 eV. As for the highest occupied orbital energy (alpha / beta): -6.570 / -7.509 eV.

The geometry in ORCA input format:
```
! wB97M-V def2-TZVPD RIJCOSX def2/J DEFGRID3
* xyz 0 1
C 2.45 -0.72 -1.37
C -1.56 2.47 -1.25
C 1.80 -1.30 -0.33
C -1.77 2.49 0.09
C 0.62 -0.79 0.44
C -0.15 -1.97 0.95
O -0.05 0.37 0.50
Si -1.27 1.36 1.39
H 3.24 -1.27 -1.81
H 2.10 0.23 -1.64
H -1.61 3.38 -1.63
H -1.38 1.56 -1.81
H 2.18 -2.26 0.05
H -1.93 3.44 0.47
H -0.96 -1.70 1.62
H -0.64 -2.56 0.19
H 0.51 -2.75 1.46
H -2.44 0.80 2.29
*
```

***

Entry 6:
Below is 2 unconnected molecules or ions with the total composition C5H8N2O in a non-equilibrium geometry, with properties calculated with ωB97M-V/def2-TZVPD.

The calculation puts the energy above the lowest of the compared OMol25 structures with the same formula, charge and spin at 244.2 kcal per mole. Its frontier orbital gap is 8.1 eV. As for the highest occupied orbital energy: -8.701 eV.

The geometry in ORCA input format:
```
! wB97M-V def2-TZVPD RIJCOSX def2/J DEFGRID3
* xyz 0 1
C 1.27 0.97 -1.75
C 0.15 0.35 -0.77
C 1.08 -0.66 1.13
C -1.05 -0.23 -1.41
C -2.06 -0.36 -2.09
H 0.81 2.00 -2.12
H 1.36 0.55 -2.86
H 2.21 1.20 -0.92
H -0.25 1.05 0.02
H 1.80 -1.29 1.47
H 1.08 -0.10 3.62
H -1.34 0.74 2.51
H -3.24 -0.73 -2.04
N 0.81 -0.61 -0.15
N 0.43 0.09 2.25
O -0.93 -0.03 1.88
*
```

***

Entry 7:
Below is C18H18ClN3S in the gas phase, with properties calculated with ωB97M-V/def2-TZVPD.

The calculation puts the energy above the lowest of the compared OMol25 structures with the same formula, charge and spin at 0.0 kcal per mole. Its frontier orbital gap is 8.4 eV. Its structure (SMILES) is CN1CCN(C2=Nc3ccccc3Sc3ccc(Cl)cc32)CC1. As for the highest occupied orbital energy: -7.837 eV.

The geometry in ORCA input format:
```
! wB97M-V def2-TZVPD RIJCOSX def2/J DEFGRID3
* xyz 0 1
C 4.10 -2.11 -0.98
N 3.14 -1.16 -1.48
C 2.94 -0.06 -0.55
H 3.91 0.40 -0.35
C 2.01 0.98 -1.19
N 0.74 0.36 -1.52
C -0.27 0.31 -0.62
N -1.18 -0.59 -0.74
C -2.21 -0.84 0.12
C -3.46 -1.15 -0.41
C -4.50 -1.55 0.41
C -4.31 -1.66 1.78
C -3.08 -1.36 2.32
C -2.04 -0.94 1.51
S -0.46 -0.54 2.25
C -0.48 1.16 1.72
C -0.61 2.18 2.64
C -0.66 3.50 2.21
C -0.59 3.77 0.85
C -0.46 2.75 -0.08
C -0.38 1.43 0.35
H -0.41 2.97 -1.13
Cl -0.68 5.41 0.30
H -0.75 4.30 2.92
H -0.67 1.95 3.69
H -2.91 -1.43 3.39
H -5.12 -1.98 2.42
H -5.46 -1.78 -0.02
H -3.60 -1.07 -1.48
C 0.92 -0.76 -2.41
H -0.05 -1.20 -2.61
C 1.86 -1.79 -1.78
H 2.04 -2.61 -2.48
H 1.38 -2.20 -0.88
H 1.36 -0.38 -3.34
H 1.87 1.82 -0.51
H 2.46 1.35 -2.12
H 2.50 -0.39 0.40
H 4.25 -2.89 -1.73
H 5.05 -1.60 -0.82
H 3.79 -2.58 -0.04
*
```

***

Entry 8:
Below is a molecular structure, C33H35CoN4O6PS3, with properties calculated with ωB97M-V/def2-TZVPD.

The calculation puts the energy above the lowest of the compared OMol25 structures with the same formula, charge and spin at 90.7 kcal per mole. Its frontier orbital gap (alpha / beta) is 7.9 / 7.9 eV. As for the expectation value of S²: 0.914. As for the highest occupied orbital energy (alpha / beta): -8.062 / -8.032 eV.

The geometry in ORCA input format:
```
! wB97M-V def2-TZVPD RIJCOSX def2/J DEFGRID3
* xyz 0 2
Co 0.44 0.05 -0.13
O 3.87 1.89 -3.74
C 3.30 1.02 -4.60
C 4.02 0.74 -5.76
C 3.52 -0.14 -6.70
C 2.28 -0.75 -6.50
C 1.58 -0.47 -5.35
C 2.04 0.42 -4.37
C 1.22 0.65 -3.15
O -0.80 0.26 -1.47
N 1.77 1.46 -2.30
N 1.21 1.65 -1.02
C 1.08 2.89 -0.73
S 0.45 3.42 0.82
C 1.00 5.14 0.60
C 0.79 5.49 -0.86
S 1.47 4.15 -1.88
H 3.26 1.97 -2.97
H 4.98 1.22 -5.89
H 4.10 -0.35 -7.59
H 1.89 -1.44 -7.22
H 0.62 -0.95 -5.21
H 2.05 5.22 0.88
H 0.39 5.76 1.26
H 1.32 6.41 -1.13
H -0.27 5.61 -1.09
O -0.69 -3.95 -0.20
S -1.33 -2.68 -0.02
O -2.37 -2.60 0.99
O -0.30 -1.63 0.28
C -2.23 -2.44 -1.59
C -3.29 -3.36 -1.62
C -4.06 -3.54 -2.75
C -3.79 -2.79 -3.88
C -2.77 -1.86 -3.85
C -1.97 -1.65 -2.72
P -0.51 -0.43 -2.84
C 0.65 -1.91 -2.81
C 1.81 -1.86 -2.03
C 2.63 -2.96 -1.89
C 2.35 -4.13 -2.57
C 1.23 -4.19 -3.39
C 0.38 -3.10 -3.48
C -1.41 0.74 -4.00
C -2.65 1.14 -3.49
C -3.37 2.15 -4.10
C -2.89 2.78 -5.24
C -1.66 2.39 -5.74
C -0.92 1.39 -5.12
H -3.49 -3.94 -0.73
H -4.87 -4.26 -2.74
H -4.37 -2.93 -4.79
H -2.58 -1.27 -4.74
H 2.10 -0.94 -1.53
H 3.50 -2.90 -1.24
H 3.00 -4.99 -2.47
H 1.00 -5.10 -3.93
H -0.51 -3.19 -4.09
H -3.04 0.67 -2.60
H -4.33 2.44 -3.68
H -3.46 3.56 -5.72
H -1.26 2.88 -6.63
H 0.04 1.14 -5.55
C -1.92 1.03 1.89
N -0.94 1.43 2.90
C -1.27 2.64 3.64
C 0.33 1.00 2.79
O 0.79 0.50 1.75
N 1.15 1.14 3.87
C 0.66 1.21 5.23
C 2.59 1.10 3.70
H -2.91 1.15 2.31
H -1.79 -0.02 1.63
H -1.83 1.64 0.98
H -1.88 3.28 3.00
H -0.36 3.19 3.89
H -1.82 2.45 4.56
H -0.39 0.94 5.27
H 0.80 2.20 5.67
H 1.22 0.49 5.84
H 2.83 0.80 2.69
H 3.02 0.38 4.40
H 3.03 2.08 3.90
*
```

***

Entry 9:
Below is a molecular structure, C8H9O6PPt in a non-equilibrium geometry, with properties calculated with ωB97M-V/def2-TZVPD.

The calculation puts the energy above the lowest of the compared OMol25 structures with the same formula, charge and spin at 78.0 kcal per mole. Its frontier orbital gap (alpha / beta) is 4.2 / 5.6 eV. As for the expectation value of S²: 2.023. As for the highest occupied orbital energy (alpha / beta): -14.552 / -15.692 eV.

The geometry in ORCA input format:
```
! wB97M-V def2-TZVPD RIJCOSX def2/J DEFGRID3
* xyz 2 3
O 2.62 -1.49 -0.95
C 1.68 -0.95 -0.59
Pt -0.02 0.00 -0.05
O -1.01 0.14 -3.00
C -0.65 0.09 -1.92
C -1.66 0.95 0.62
O -2.62 1.49 0.95
C 0.93 1.77 -0.21
O 1.45 2.79 -0.36
C -0.92 -1.77 0.25
O -1.45 -2.78 0.36
C 1.51 0.46 4.62
P 0.78 0.97 2.96
C 2.65 0.75 2.36
C -0.77 -0.06 3.61
O 0.68 -0.26 1.90
H 0.79 0.65 5.43
H 2.42 1.03 4.83
H 1.74 -0.60 4.57
H 2.93 -0.25 2.63
H 2.73 0.87 1.29
H 3.27 1.52 2.89
H -1.18 0.48 4.50
H -1.52 -0.15 2.84
H -0.39 -1.04 3.86
*
```

***

Entry 10:
Below is 2 unconnected molecules or ions with the total composition CH4FP in a non-equilibrium geometry, with properties calculated with ωB97M-V/def2-TZVPD.

The calculation puts the energy above the lowest of the compared OMol25 structures with the same formula, charge and spin at 0.0 kcal per mole. Its frontier orbital gap (alpha / beta) is 8.5 / 9.0 eV. As for the expectation value of S²: 2.003. As for the highest occupied orbital energy (alpha / beta): -7.469 / -10.513 eV.

The geometry in ORCA input format:
```
! wB97M-V def2-TZVPD RIJCOSX def2/J DEFGRID3
* xyz 0 3
C 0.54 0.06 -0.53
F -1.92 0.52 -0.23
P -0.94 -0.72 0.15
H 0.89 -0.55 -1.47
H 1.34 -0.01 0.35
H 0.37 1.14 -0.84
H -0.27 -0.45 2.58
*
```

***

Entry 11:
Below is C19H23NO3 in the gas phase in a non-equilibrium geometry, with properties calculated with ωB97M-V/def2-TZVPD.

The calculation puts the energy above the lowest of the compared OMol25 structures with the same formula, charge and spin at 29.7 kcal per mole. Its frontier orbital gap is 9.5 eV. Its structure (SMILES) is O=C(c1ccoc1)N1CCC(CO)(CCc2ccccc2)CC1. As for the highest occupied orbital energy: -8.902 eV.

The geometry in ORCA input format:
```
! wB97M-V def2-TZVPD RIJCOSX def2/J DEFGRID3
* xyz 0 1
O 1.46 -2.18 -1.57
C 0.80 -2.29 -0.55
N -0.50 -1.92 -0.49
C -1.25 -1.74 0.73
H -0.80 -2.31 1.54
C -1.28 -0.25 1.10
H -1.88 -0.12 2.00
H -0.26 0.04 1.32
C -1.84 0.63 -0.03
C -1.16 0.26 -1.36
H -1.69 0.75 -2.18
C -1.10 -1.24 -1.62
H -0.47 -1.44 -2.49
H -2.09 -1.66 -1.79
H -0.14 0.64 -1.34
C -3.37 0.39 -0.17
O -4.08 0.42 1.05
H -4.00 1.30 1.43
H -3.56 -0.61 -0.57
H -3.78 1.13 -0.87
C -1.64 2.13 0.28
H -1.85 2.68 -0.65
H -2.39 2.44 1.02
C -0.28 2.60 0.82
C 0.88 2.37 -0.10
C 1.89 1.46 0.21
C 2.94 1.24 -0.66
C 3.00 1.93 -1.86
C 2.02 2.85 -2.17
C 0.97 3.07 -1.30
H 0.21 3.79 -1.55
H 2.07 3.40 -3.10
H 3.82 1.75 -2.54
H 3.71 0.53 -0.41
H 1.85 0.93 1.15
H -0.09 2.13 1.79
H -0.37 3.67 1.00
H -2.27 -2.11 0.57
C 1.39 -2.89 0.67
C 1.04 -4.06 1.30
O 1.88 -4.31 2.32
C 2.78 -3.32 2.35
C 2.54 -2.42 1.36
H 3.09 -1.53 1.14
H 3.54 -3.36 3.11
H 0.26 -4.76 1.11
*
```

***

Entry 12:
Below is 2 unconnected molecules or ions with the total composition C29H29BF6O2S in a non-equilibrium geometry, with properties calculated with ωB97M-V/def2-TZVPD.

The calculation puts the energy above the lowest of the compared OMol25 structures with the same formula, charge and spin at 21.2 kcal per mole. Its frontier orbital gap is 2.9 eV. As for the highest occupied orbital energy: -6.473 eV.

The geometry in ORCA input format:
```
! wB97M-V def2-TZVPD RIJCOSX def2/J DEFGRID3
* xyz 0 1
C -6.08 5.48 -0.57
C -5.23 4.28 -0.68
C -4.80 3.65 -1.83
C -3.90 2.56 -1.59
C -3.64 2.38 -0.25
B -2.64 1.32 0.43
C -1.12 1.95 0.30
C -0.59 2.72 1.31
C 0.72 3.17 1.24
C 1.29 3.94 2.40
F 1.93 5.08 2.00
F 0.33 4.32 3.29
F 2.21 3.19 3.09
C 1.52 2.91 0.13
C 0.95 2.17 -0.89
C 1.73 1.82 -2.12
F 1.89 0.45 -2.21
F 1.06 2.21 -3.25
F 2.96 2.37 -2.17
C -0.36 1.70 -0.82
O -2.94 1.16 1.82
C -3.08 -0.09 2.44
C -3.56 -1.23 1.48
C -3.20 -2.56 2.09
C -5.06 -1.21 1.33
C -2.85 -1.14 0.10
O -2.78 0.16 -0.41
S -4.59 3.47 0.71
H -6.42 5.80 -1.56
H -6.95 5.29 0.07
H -5.51 6.30 -0.13
H -5.08 3.99 -2.82
H -3.48 1.96 -2.38
H -1.20 2.98 2.17
H 2.54 3.26 0.07
H -0.78 1.15 -1.66
H -2.12 -0.35 2.91
H -3.83 0.03 3.24
H -3.47 -3.41 1.44
H -2.12 -2.55 2.19
H -3.65 -2.71 3.08
H -5.35 -2.06 0.68
H -5.52 -1.35 2.31
H -5.39 -0.27 0.88
H -1.81 -1.54 0.15
H -3.41 -1.76 -0.62
C 0.01 -3.61 1.91
C -0.82 -4.61 2.77
C -1.13 -3.82 4.03
C -0.58 -2.55 3.99
C 0.17 -2.37 2.78
C 1.33 -1.55 2.70
C 1.80 -0.85 3.85
C 3.14 -0.49 3.96
C 4.02 -0.71 2.89
C 3.54 -1.26 1.69
C 2.21 -1.63 1.58
H 0.97 -4.05 1.60
H -0.51 -3.37 0.96
H -1.74 -4.85 2.22
H -0.30 -5.56 2.95
H -1.75 -4.23 4.84
H -0.63 -1.81 4.79
H 1.12 -0.70 4.70
H 3.50 -0.05 4.90
H 5.08 -0.47 3.01
H 4.22 -1.43 0.85
H 1.84 -2.08 0.66
*
```